Run A
This record from the Open Molecules 2025 dataset describes C3H6ClNO in the gas phase. The level of theory is wB97M-V/def2-TZVPD.

Last column: Mulliken charge in e.
Element x y z (Å)
1 C -0.1915 0.9951 1.1120  -1.008
2 C 0.9291 -0.4428 -0.8604  -1.127
3 C -0.1557 -0.1162 0.0541  0.690
4 N -1.4189 -0.1072 -0.7267  -0.020
5 O -1.4621 -0.6830 -1.7853  -0.294
6 Cl -0.8034 -1.7197 1.2145  -0.243
7 H -1.2140 1.0863 1.5581  0.332
8 H 0.2264 2.0352 0.7190  0.281
9 H 0.4374 0.7217 1.9663  0.330
10 H 1.7651 -0.8670 -0.3976  0.379
11 H 0.6421 -1.3557 -1.4962  0.326
12 H 1.2456 0.4534 -1.3577  0.354

HOMO energy (alpha / beta)	-0.345 / -0.345	hartree
SMILES string	CC(C)(Cl)N=O
net charge	0



Run B
This record from the Open Molecules 2025 dataset describes a 2-piece molecular cluster, C3H6ClNO overall. The level of theory is wB97M-V/def2-TZVPD.

Last column: Mulliken charge in e.
Element x y z (Å)
1 C -2.4198 -1.4433 -0.1631  0.086
2 C 1.6502 1.5841 0.5815  -0.821
3 C 1.4753 0.6226 -0.5514  0.152
4 N -1.5015 -2.1932 0.2222  -0.506
5 O 0.4900 0.5241 -1.2265  -0.447
6 Cl -2.8393 -0.0986 0.7977  -0.158
7 H 2.1606 2.4691 0.1985  0.265
8 H 0.6816 1.8839 0.9687  0.238
9 H 2.2637 1.1550 1.3679  0.299
10 H -3.0342 -1.5121 -1.0636  0.330
11 H 2.3622 -0.0128 -0.7481  0.313
12 H -1.2887 -2.9789 -0.3839  0.249

HOMO energy	-0.362	hartree
SMILES string	[H]/N=C/Cl.CC=O
net charge	0



Run C
This record from the Open Molecules 2025 dataset describes a 2-piece molecular cluster, C3H6ClNO overall. The level of theory is wB97M-V/def2-TZVPD.

Last column: Mulliken charge in e.
Element x y z (Å)
1 C -1.4310 0.2940 0.0684  0.210
2 C 1.1202 -0.9029 0.3610  -1.118
3 C 0.5140 -0.1765 -0.6865  0.195
4 N -1.4468 1.2385 0.8284  -0.445
5 O 0.9553 0.9489 -1.2080  -0.492
6 Cl -2.8023 -0.5139 -0.6556  -0.215
7 H 0.9968 -0.4478 1.3368  0.366
8 H 0.5353 -1.8305 0.6061  0.323
9 H 2.2716 -1.1893 0.3273  0.282
10 H 0.1697 -0.7356 -1.6420  0.296
11 H -2.2460 1.6868 1.2110  0.246
12 H 1.3631 1.6282 -0.5468  0.353

HOMO energy	-0.308	hartree
net charge	0



Run D
This record from the Open Molecules 2025 dataset describes C3H6ClNO in the gas phase. The level of theory is wB97M-V/def2-TZVPD.

Last column: Mulliken charge in e.
Element x y z (Å)
1 C 0.5140 1.1150 -0.1895  0.488
2 C 1.4806 -0.2502 -0.0818  0.092
3 C -0.8920 0.5369 -0.4320  -1.168
4 N 1.3972 -1.1996 0.7941  -0.290
5 O 0.7472 1.6429 0.9504  -0.662
6 Cl 3.2404 0.1012 -0.2466  -0.190
7 H 0.9096 1.5914 -1.0730  0.332
8 H -1.4496 1.1982 -1.1138  0.320
9 H -1.5594 0.4255 0.4272  0.330
10 H -0.8667 -0.5829 -0.8020  0.240
11 H 0.5327 -1.7167 0.9388  0.260
12 H 2.0790 -1.3709 1.6050  0.249

HOMO energy (alpha / beta)	-0.322 / -0.322	hartree
net charge	0



Least stable of them? run A.



Run A
This record from the Open Molecules 2025 dataset describes C3H11N3 in the gas phase. The level of theory is wB97M-V/def2-TZVPD.

Last column: Mulliken charge in e.
Element x y z (Å)
1 C 0.6899 0.2780 2.0771  -1.053
2 C -0.2024 0.8145 -1.7085  -0.879
3 C -0.3026 0.8517 0.9175  -0.561
4 N 0.1825 -2.1519 -0.9341  -0.616
5 N -0.6447 -1.1569 -0.3670  -0.327
6 N -0.0391 0.1514 -0.3503  0.012
7 H 1.6246 0.7738 1.9644  0.302
8 H 0.2441 0.6919 3.0475  0.309
9 H 0.7050 -0.8069 2.1668  0.323
10 H 0.5000 0.3798 -2.3656  0.271
11 H -1.2319 0.7016 -2.0375  0.312
12 H -0.0511 1.9271 -1.4084  0.284
13 H -1.2896 0.7267 1.2246  0.391
14 H -0.0340 1.8076 0.9254  0.396
15 H 0.3920 -1.9390 -1.9575  0.234
16 H 1.0148 -1.9993 -0.3888  0.298
17 H -1.5575 -1.0502 -0.8055  0.305

HOMO energy	-0.311	hartree
SMILES string	CCN(C)NN
net charge	0



Run B
This record from the Open Molecules 2025 dataset describes a 2-piece molecular cluster, C3H11N3 overall. The level of theory is wB97M-V/def2-TZVPD.

Last column: Mulliken charge in e.
Element x y z (Å)
1 C -2.1910 0.6821 0.7428  -0.695
2 C 1.8715 -1.7200 0.0501  -0.752
3 C -2.3847 0.2661 -0.7068  -0.777
4 N 2.2089 1.7671 -0.0816  -0.911
5 N 2.3108 0.5134 -0.1319  0.718
6 N 1.5071 -0.3585 0.2958  -0.512
7 H -3.0208 1.3006 1.0804  0.335
8 H -2.1281 -0.1917 1.3854  0.245
9 H -1.2711 1.2497 0.8553  0.119
10 H 1.5385 -2.0322 -0.9434  0.277
11 H 2.9585 -1.8791 0.1145  0.329
12 H 1.3694 -2.3413 0.7885  0.264
13 H -2.3905 1.1387 -1.3594  0.267
14 H -1.5783 -0.3912 -1.0225  0.203
15 H -3.3311 -0.2546 -0.8395  0.291
16 H 1.3297 2.0409 0.3610  0.305
17 H 3.2012 0.2099 -0.5888  0.294

HOMO energy	-0.317	hartree
net charge	0



Run C
This record from the Open Molecules 2025 dataset describes a 2-piece molecular cluster, C3H11N3 overall. The level of theory is wB97M-V/def2-TZVPD.

Last column: Mulliken charge in e.
Element x y z (Å)
1 C -3.5151 -0.4253 -1.0840  -0.953
2 C -2.6040 -0.1865 0.1513  -0.403
3 N -1.3858 -0.9425 0.2515  -0.560
4 H -3.7202 0.5012 -1.6223  0.263
5 H -3.0254 -1.0748 -1.8007  0.330
6 H -4.4965 -0.8012 -0.7851  0.252
7 H -2.4367 0.8658 0.1968  0.323
8 H -3.1862 -0.3297 1.0578  0.313
9 H -1.5761 -1.9350 0.2287  0.213
10 H -0.6592 -0.7021 -0.4061  0.218
11 N 3.0869 0.4392 1.3103  -0.503
12 C 3.8847 0.5982 0.1725  0.121
13 N 4.6177 1.6032 0.0117  -0.621
14 H 2.9585 1.2841 1.8434  0.238
15 H 3.2855 -0.3563 1.8996  0.213
16 H 3.7072 -0.2163 -0.5300  0.312
17 H 5.0648 1.6781 -0.8954  0.242

HOMO energy	-0.332	hartree
SMILES string	[H]/N=C/N.CCN
net charge	0



Least stable of them? run A.



Run A
This record from the Open Molecules 2025 dataset describes C3H11N3 in the gas phase. The level of theory is wB97M-V/def2-TZVPD.

Last column: Mulliken charge in e.
Element x y z (Å)
1 C 0.1829 -0.0409 -0.0957  0.594
2 C -1.0077 -0.9803 -0.2113  -0.873
3 C -0.4556 1.3984 0.1814  -0.938
4 N 1.0377 -0.4132 1.0063  -0.667
5 N -0.6110 -2.3812 -0.5937  -0.599
6 N 0.4412 2.5124 -0.0342  -0.586
7 H 0.7190 0.0044 -1.0644  0.166
8 H 1.8245 0.2195 1.0935  0.213
9 H 1.3836 -1.3615 0.9127  0.209
10 H 0.7764 2.5252 -0.9919  0.245
11 H -0.1111 -2.3945 -1.4773  0.239
12 H -0.1012 -2.8516 0.1464  0.235
13 H 1.2415 2.4634 0.5861  0.246
14 H -1.6825 -0.6345 -0.9965  0.362
15 H -1.5269 -1.0490 0.7444  0.363
16 H -1.3430 1.5695 -0.4326  0.378
17 H -0.7679 1.4141 1.2266  0.412

HOMO energy	-0.322	hartree
SMILES string	NCC(N)CN
net charge	0



Run B
This record from the Open Molecules 2025 dataset describes a 2-piece molecular cluster, C3H11N3 overall. The level of theory is wB97M-V/def2-TZVPD.

Last column: Mulliken charge in e.
Element x y z (Å)
1 C 0.6171 2.9506 2.5279  -0.682
2 C -0.4209 1.2529 1.1492  -0.243
3 N -0.6637 2.4023 1.7792  -0.410
4 H 0.2039 3.5804 3.3753  0.253
5 H 1.3310 2.1889 2.8678  0.289
6 H 1.2917 3.5246 1.8341  0.274
7 H -1.1684 0.9236 0.5104  0.316
8 H 0.6734 0.7703 1.1709  0.196
9 N -0.9197 -2.3313 -2.6424  -0.579
10 C -0.5048 -2.2169 -1.2157  -0.210
11 N 0.5583 -1.1321 -0.9502  -0.541
12 H -1.0647 -3.2261 -2.9768  0.215
13 H -0.1946 -1.9432 -3.2756  0.218
14 H -0.1847 -3.3251 -0.8962  0.247
15 H -1.3627 -1.8407 -0.6208  0.192
16 H 0.3585 -0.1700 -1.2861  0.240
17 H 1.4502 -1.4083 -1.3512  0.225

HOMO energy	-0.341	hartree
SMILES string	C=NC.NCN
net charge	0



Run C
This record from the Open Molecules 2025 dataset describes C3H11N3 in the gas phase. The level of theory is wB97M-V/def2-TZVPD.

Last column: Mulliken charge in e.
Element x y z (Å)
1 C 1.9990 -0.7825 0.0965  -0.874
2 C -0.0602 0.4676 0.1628  -0.048
3 C -2.1279 -0.7052 0.0754  -0.879
4 H 2.4883 -1.6660 -0.3259  0.297
5 H 1.8680 -0.9430 1.1737  0.300
6 H 2.6839 0.0511 -0.0967  0.281
7 H 0.6745 -0.4735 -1.4668  0.260
8 H -0.0305 0.3093 1.2744  0.438
9 H -0.1139 2.4849 0.3245  0.224
10 H 1.4972 1.8477 0.1085  0.214
11 H -1.5848 0.9037 -1.0912  0.274
12 H -1.9582 -1.0278 1.1095  0.274
13 H -3.2307 -0.6358 0.0075  0.310
14 H -1.8341 -1.5340 -0.5950  0.296
15 N 0.6702 -0.5960 -0.4574  -0.278
16 N 0.4974 1.8008 -0.1259  -0.683
17 N -1.4383 0.4986 -0.1740  -0.405

HOMO energy	-0.325	hartree
SMILES string	CNC(N)NC
net charge	0



Run D
This record from the Open Molecules 2025 dataset describes a 2-piece molecular cluster, C3H11N3 overall. The level of theory is wB97M-V/def2-TZVPD.

Last column: Mulliken charge in e.
Element x y z (Å)
1 C 2.1058 -0.8651 2.1946  -0.765
2 N 0.6161 -0.7006 2.0980  -0.304
3 C -0.2328 -1.2880 3.0874  -0.752
4 H 2.5969 -0.0683 2.7093  0.267
5 H 2.5765 -0.8010 1.2219  0.269
6 H 2.3448 -1.9342 2.5609  0.269
7 H 0.3971 0.2941 2.0232  0.210
8 H 0.1382 -1.3475 4.1014  0.290
9 H -1.1438 -0.6553 3.1548  0.296
10 H -0.3291 -2.4400 2.8641  0.219
11 N -1.8494 2.2236 -3.2307  -0.484
12 C -1.1529 1.1247 -3.7001  0.036
13 N -1.2575 0.5673 -4.8109  -0.653
14 H -1.6387 2.3548 -2.2175  0.268
15 H -2.2883 2.6503 -4.0355  0.300
16 H -0.5545 0.6383 -2.9173  0.290
17 H -0.3283 0.2467 -5.1036  0.243

HOMO energy	-0.318	hartree
SMILES string	[H]/N=C/N.CNC
net charge	0



Least stable of them? run B.